(1)
Computed, not measured: one molecule with the formula C3H4OS2 at a distorted geometry, with the ωB97M-V functional and the def2-TZVPD basis.

Each line ends with the Löwdin charge.
Atoms and positions in Å:
C 1.387 0.486 0.023  -0.054
C 0.169 -0.468 -0.002  -0.519
O 0.309 -1.646 -0.048  0.078
C -1.205 0.242 -0.061  -1.117
S -1.426 1.856 -0.013  0.689
S -2.547 -0.853 0.024  0.853
H 1.302 1.159 -0.896  0.101
H 2.352 -0.094 0.117  0.100
H 1.315 1.038 0.939  0.057
H -1.659 -1.720 -0.083  -0.187

For the HOMO-LUMO gap, the calculation gives 7.7 eV. The maximum force is 0.0719 Eh/bohr. As for the structure (SMILES): CC(=O)C(=S)S. Its LUMO energy is -1.3284 eV. As for the energy relative to the best compared isomer or geometry (same formula, charge and spin): 28.3 kcal per mole. Its energy is -26892.6616 eV.

***

(2)
Computed, not measured: C3H4OS2 as an isolated structure at a distorted geometry, with the ωB97M-V functional and the def2-TZVPD basis.

Each line ends with the Löwdin charge.
Atoms and positions in Å:
C -0.158 -0.335 0.254  -0.511
C -0.698 0.180 -1.117  -0.387
C 0.596 0.932 0.578  -1.131
H 1.059 -1.613 1.127  0.106
H -1.023 -0.393 0.909  0.143
H -0.040 -0.184 -1.916  0.094
H -1.714 -0.090 -1.221  0.069
O 0.642 -1.530 0.222  -0.049
S -0.236 1.824 -0.645  0.958
S 1.572 1.208 1.810  0.707

For the HOMO-LUMO gap, the calculation gives 8.6 eV. The maximum force is 0.0485 Eh/bohr. Its LUMO energy is -0.3377 eV. As for the energy relative to the best compared isomer or geometry (same formula, charge and spin): 29.8 kcal per mole. Its energy is -26892.5971 eV.

***

(3)
Computed, not measured: one molecule with the formula C3H4OS2 at a distorted geometry, with the ωB97M-V functional and the def2-TZVPD basis.

Each line ends with the Löwdin charge.
Atoms and positions in Å:
O -0.672 -2.279 -0.177  0.087
C -0.846 -1.240 0.374  -0.301
C -0.003 0.155 0.436  -0.571
S -1.346 1.323 -0.353  0.763
C 1.248 0.228 -0.376  -0.710
S 2.603 0.940 0.209  0.690
H -1.632 -1.137 1.011  0.068
H 0.089 0.589 1.514  0.118
H -0.676 1.760 -1.298  -0.226
H 1.236 -0.338 -1.339  0.083

For the HOMO-LUMO gap, the calculation gives 8.2 eV. The maximum force is 0.0747 Eh/bohr. As for the structure (SMILES): O=C[C@H](S)C=S. Its LUMO energy is -1.0024 eV. As for the energy relative to the best compared isomer or geometry (same formula, charge and spin): 54.5 kcal per mole. Its energy is -26891.5257 eV.

***

(4)
Computed, not measured: one molecule with the formula C3H4OS2 at a distorted geometry, with the ωB97M-V functional and the def2-TZVPD basis.

Each line ends with the Löwdin charge.
Atoms and positions in Å:
C -0.933 -0.554 -0.317  -0.779
C 0.382 -0.768 -0.136  -0.166
C 1.468 0.278 0.057  -0.071
O -2.125 1.767 0.311  -0.588
S -2.477 -1.344 0.092  0.629
S -2.169 0.763 -0.700  0.610
H 0.669 -1.724 0.403  0.127
H 2.054 0.370 -0.871  0.091
H 2.166 0.026 0.859  0.081
H 0.964 1.187 0.302  0.065

The expectation value of S² is 2.036. For the HOMO-LUMO gap (spin up / spin down), the calculation gives 6.5 / 6.6 eV. The maximum force is 0.0811 Eh/bohr. Its LUMO energy (spin up / spin down) is 0.2407 / -2.9328 eV. As for the energy relative to the best compared isomer or geometry (same formula, charge and spin): 27.9 kcal per mole. As for the multiplicity: 3. Its energy is -26888.8450 eV.

***

(5)
Computed, not measured: one molecule with the formula C3H4OSi at a distorted geometry, with the ωB97M-V functional and the def2-TZVPD basis.

Each line ends with the Löwdin charge.
Atoms and positions in Å:
C 2.840 0.608 -0.260  0.146
C 1.975 -0.109 0.172  -0.177
C 0.807 -0.841 0.285  -0.450
O 0.913 -2.289 0.005  -0.006
Si -0.974 -0.341 -0.039  0.681
H 3.611 1.006 -0.788  0.007
H -1.829 -0.933 1.169  -0.040
H -1.041 1.016 0.123  -0.110
H -1.354 -0.937 -1.371  -0.052

The expectation value of S² is 2.021. For the HOMO-LUMO gap (spin up / spin down), the calculation gives 9.0 / 8.5 eV. The maximum force is 0.0818 Eh/bohr. Its LUMO energy (spin up / spin down) is 0.9392 / -2.1436 eV. As for the energy relative to the best compared isomer or geometry (same formula, charge and spin): 27.3 kcal per mole. As for the multiplicity: 3. Its energy is -13094.2476 eV.

***

(6)
Computed, not measured: one molecule with the formula C3H4P2 at a distorted geometry, with the ωB97M-V functional and the def2-TZVPD basis.

Each line ends with the Löwdin charge.
Atoms and positions in Å:
P 1.650 -0.162 -0.354  0.766
C -0.168 0.243 -0.695  -0.851
C -0.590 1.440 -0.164  -0.304
C -1.102 0.562 0.786  -0.316
P -1.598 -0.881 -0.251  0.882
H 1.090 -0.334 0.930  -0.116
H 1.698 -1.645 -0.466  -0.104
H -0.267 2.542 -0.283  0.129
H -0.712 -1.764 0.495  -0.085

For the HOMO-LUMO gap, the calculation gives 9.1 eV. The maximum force is 0.0440 Eh/bohr. As for the structure (SMILES): P[C@@]12C=C1P2. Its LUMO energy is 0.5211 eV. As for the energy relative to the best compared isomer or geometry (same formula, charge and spin): 78.9 kcal per mole. Its energy is -21747.8038 eV.

***

(7)
Computed, not measured: C3H4P2 as an isolated structure at a distorted geometry, with the ωB97M-V functional and the def2-TZVPD basis.

Each line ends with the Löwdin charge.
Atoms and positions in Å:
C 0.331 -0.827 0.758  -0.051
C 0.337 0.945 -1.141  -0.589
C 0.936 0.144 0.162  -0.583
P 2.607 0.767 -0.569  0.498
P 1.847 1.675 -2.314  0.513
H -0.735 -1.073 0.379  0.100
H 0.823 -1.403 1.479  0.032
H -0.489 0.407 -1.692  0.054
H -0.088 1.917 -0.806  0.026

For the HOMO-LUMO gap, the calculation gives 7.1 eV. The maximum force is 0.1423 Eh/bohr. Its LUMO energy is -1.0996 eV. As for the energy relative to the best compared isomer or geometry (same formula, charge and spin): 39.7 kcal per mole. Its energy is -21749.5020 eV.

***

(8)
Computed, not measured: one molecule with the formula C3H4P2 at a distorted geometry, with the ωB97M-V functional and the def2-TZVPD basis.

Each line ends with the Löwdin charge.
Atoms and positions in Å:
C 0.578 0.804 0.739  0.017
C 0.349 0.021 -0.350  -0.230
C 0.353 -1.426 -0.210  -1.007
P 0.630 -2.573 0.963  0.673
P -0.212 -2.907 -1.059  0.538
H 0.655 1.932 0.751  0.073
H 0.786 0.516 1.774  0.054
H 0.169 0.367 -1.256  0.034
H -1.610 -2.608 -1.071  -0.152

For the HOMO-LUMO gap, the calculation gives 7.5 eV. The maximum force is 0.1146 Eh/bohr. As for the structure (SMILES): C=CC1=P#[PH]1. Its LUMO energy is -0.6004 eV. As for the energy relative to the best compared isomer or geometry (same formula, charge and spin): 19.3 kcal per mole. Its energy is -21750.3872 eV.

***

(9)
Computed, not measured: one molecule with the formula C3H4P2 at a distorted geometry, with the ωB97M-V functional and the def2-TZVPD basis.

Each line ends with the Löwdin charge.
Atoms and positions in Å:
P 1.672 -0.194 -0.317  0.787
C -0.115 -0.035 -0.808  -0.724
C -0.578 1.288 -0.426  -0.338
C -1.133 0.652 0.605  -0.303
P -1.627 -0.938 -0.142  0.874
H 1.382 0.239 0.994  -0.088
H 2.026 -1.451 -0.158  -0.184
H -0.445 2.331 -0.533  0.084
H -1.182 -1.892 0.786  -0.108

For the HOMO-LUMO gap, the calculation gives 9.3 eV. The maximum force is 0.0682 Eh/bohr. As for the structure (SMILES): P[C@@]12C=C1P2. Its LUMO energy is 0.3037 eV. As for the energy relative to the best compared isomer or geometry (same formula, charge and spin): 79.4 kcal per mole. Its energy is -21747.7809 eV.

***

(10)
Computed, not measured: a 2-piece molecular cluster, C3H4S overall at a distorted geometry, with the ωB97M-V functional and the def2-TZVPD basis.

Each line ends with the Löwdin charge.
Atoms and positions in Å:
C 1.362 -0.865 0.001  -0.015
C 0.423 0.162 -0.101  -0.021
C -1.628 0.739 0.054  -0.553
S -2.843 -0.274 -0.066  0.664
H 1.140 -1.804 0.360  0.012
H 2.322 -0.782 -0.240  -0.009
H 0.688 1.113 -0.293  -0.033
H -1.465 1.710 0.285  -0.045

For the HOMO-LUMO gap (spin up / spin down), the calculation gives 7.9 / 7.9 eV. The maximum force is 0.1440 Eh/bohr. Its LUMO energy (spin up / spin down) is -0.6381 / -0.6377 eV. As for the energy relative to the best compared isomer or geometry (same formula, charge and spin): 83.6 kcal per mole. Its energy is -14005.9557 eV.

***

(11)
Computed, not measured: a 2-piece molecular cluster, C3H4S overall at a distorted geometry, with the ωB97M-V functional and the def2-TZVPD basis.

Each line ends with the Löwdin charge.
Atoms and positions in Å:
C -0.019 -2.551 -0.363  0.015
C 0.404 -1.231 -0.065  -0.094
C -0.227 -1.451 -1.240  -0.075
H 0.909 -0.378 0.422  0.057
H -0.582 -1.044 -2.117  0.063
S 0.201 2.160 1.650  0.508
H -0.892 2.818 1.289  -0.220
H 0.206 1.676 0.423  -0.254

For the HOMO-LUMO gap, the calculation gives 9.7 eV. The maximum force is 0.0698 Eh/bohr. As for the structure (SMILES): C1=CC=1.S. Its LUMO energy is 0.6237 eV. As for the energy relative to the best compared isomer or geometry (same formula, charge and spin): 76.6 kcal per mole. Its energy is -14006.2583 eV.

***

(12)
Computed, not measured: one molecule with the formula C3H4S at a distorted geometry, with the ωB97M-V functional and the def2-TZVPD basis.

Each line ends with the Löwdin charge.
Atoms and positions in Å:
C -1.007 -0.842 0.089  -0.054
C -0.333 0.299 -0.046  -0.317
C 1.154 0.706 -0.030  -0.569
S 2.355 -0.526 0.045  0.574
H -2.139 -0.706 0.016  0.071
H -0.582 -1.979 -0.327  0.140
H -0.853 1.290 0.389  0.124
H 1.404 1.758 -0.135  0.031

For the HOMO-LUMO gap, the calculation gives 7.7 eV. The maximum force is 0.1020 Eh/bohr. As for the structure (SMILES): C=CC=S. Its LUMO energy is -1.1919 eV. As for the energy relative to the best compared isomer or geometry (same formula, charge and spin): 37.4 kcal per mole. Its energy is -14007.9552 eV.

***

> Which formula does entry 12 have?

C3H4S